Computed, not measured: 15 unconnected molecules or ions with the total composition C44H122N4O29 in a non-equilibrium geometry, with wB97M-V/def2-TZVPD.

The geometry in XYZ format:
```
199
Properties=species:S:1:pos:R:3:mulliken_charge:R:1
C -4.022 -4.622 1.191 -0.764
O -3.699 -5.504 0.113 -0.371
C -3.328 -4.903 -1.103 -0.416
C -2.821 -6.103 -2.012 -0.689
N -1.809 -7.001 -1.369 -0.441
C -0.541 -6.386 -1.177 -0.254
C 0.427 -6.478 -2.375 -0.712
O 0.114 -5.410 -3.351 -0.278
C 0.809 -4.177 -3.085 -0.519
H -3.222 -3.904 1.373 0.276
H -4.283 -5.185 2.086 0.276
H -5.055 -4.350 0.974 0.313
H -2.597 -4.141 -0.831 0.288
H -4.258 -4.488 -1.493 0.457
H -2.446 -5.630 -2.920 0.300
H -3.652 -6.776 -2.225 0.352
H -2.217 -7.099 -0.450 0.333
H -0.111 -6.982 -0.373 0.448
H -0.519 -5.378 -0.763 0.127
H 0.403 -7.441 -2.884 0.322
H 1.502 -6.474 -2.191 0.324
H 0.570 -3.841 -2.076 0.088
H 0.508 -3.401 -3.788 0.236
H 1.887 -4.332 -3.140 0.314
C -7.955 5.559 -6.409 -0.773
O -6.544 5.590 -6.733 -0.336
C -5.929 6.745 -6.220 -0.169
C -4.500 6.732 -6.659 -0.718
N -3.896 8.052 -6.410 -0.081
C -4.308 9.150 -7.315 -0.569
C -3.571 10.520 -7.201 -0.594
O -4.153 11.389 -8.192 -0.300
C -3.749 12.758 -8.141 -0.720
H -8.394 4.662 -6.847 0.262
H -8.519 6.407 -6.796 0.314
H -8.173 5.567 -5.341 0.302
H -6.046 6.762 -5.137 0.220
H -6.450 7.603 -6.645 0.256
H -4.318 6.393 -7.678 0.288
H -3.936 6.058 -6.014 0.323
H -2.891 7.952 -6.417 0.231
H -5.386 9.266 -7.209 0.227
H -4.067 8.773 -8.308 0.332
H -2.535 10.362 -7.501 0.299
H -3.400 10.848 -6.176 0.411
H -2.699 12.917 -7.892 0.305
H -4.247 13.256 -7.309 0.292
H -4.095 13.149 -9.098 0.230
C 0.768 -8.369 4.081 -0.699
O 1.980 -8.906 4.568 -0.173
C 1.837 -9.978 5.491 -0.743
C 3.269 -10.457 5.943 -0.725
N 4.023 -11.041 4.861 -0.361
C 5.379 -11.017 5.165 -0.660
C 6.124 -11.909 4.182 -0.750
O 5.967 -11.440 2.817 -0.232
C 6.413 -12.345 1.772 -0.800
H 1.068 -7.573 3.400 0.117
H 0.379 -7.883 4.976 0.341
H 0.166 -9.180 3.670 0.291
H 1.188 -10.789 5.162 0.431
H 1.430 -9.569 6.416 0.395
H 3.355 -11.047 6.856 0.460
H 3.801 -9.564 6.273 0.375
H 3.997 -10.371 4.106 0.288
H 5.580 -11.353 6.182 0.447
H 5.790 -10.017 5.025 0.341
H 5.833 -12.948 4.342 0.405
H 7.198 -11.850 4.355 0.407
H 6.361 -11.891 0.783 0.228
H 5.688 -13.157 1.731 0.324
H 7.415 -12.754 1.905 0.310
C -0.012 -0.721 3.725 -0.621
O 0.100 -1.537 2.494 -0.303
C 0.681 -0.848 1.359 -0.537
C -0.319 0.231 0.835 -0.503
N 0.043 0.725 -0.536 -0.277
C -0.652 1.950 -0.825 -0.790
C -2.182 1.769 -0.996 -0.545
O -2.449 0.675 -1.873 -0.270
C -3.845 0.435 -2.023 -0.801
H -0.618 0.163 3.528 0.194
H 0.994 -0.472 4.064 0.296
H -0.549 -1.282 4.490 0.252
H 0.874 -1.561 0.557 0.284
H 1.619 -0.333 1.563 0.275
H -0.231 1.070 1.525 0.293
H -1.289 -0.257 0.931 0.297
H -0.380 0.092 -1.200 0.293
H -0.278 2.257 -1.802 0.352
H -0.483 2.702 -0.054 0.386
H -2.551 2.662 -1.501 0.532
H -2.763 1.808 -0.074 0.325
H -4.226 1.345 -2.487 0.356
H -4.336 0.238 -1.070 0.270
H -4.005 -0.312 -2.801 0.238
C -3.797 -3.211 -8.542 -0.490
C -2.603 -3.450 -7.537 -0.185
O -1.922 -4.727 -7.587 -0.522
O -4.861 -3.997 -8.050 -0.542
H -3.458 -3.583 -9.509 0.265
H -4.076 -2.191 -8.808 0.349
H -2.999 -3.305 -6.532 0.234
H -1.904 -2.642 -7.751 0.271
H -1.279 -4.764 -6.875 0.299
H -4.668 -4.912 -8.264 0.321
C -4.491 8.851 -1.479 -0.435
C -3.050 8.562 -1.169 -0.312
O -2.563 7.730 -2.181 -0.489
O -4.771 9.702 -2.572 -0.472
H -4.815 9.417 -0.606 0.316
H -5.058 7.924 -1.562 0.248
H -2.845 8.280 -0.136 0.380
H -2.516 9.508 -1.262 0.243
H -2.764 8.168 -3.012 0.224
H -4.582 9.273 -3.410 0.265
C 6.209 0.704 -2.280 -0.377
C 6.054 0.984 -3.773 -0.346
O 4.866 1.640 -4.069 -0.473
O 5.214 -0.256 -1.763 -0.495
H 6.088 1.638 -1.731 0.259
H 7.147 0.237 -1.978 0.308
H 6.084 0.104 -4.416 0.305
H 6.933 1.571 -4.042 0.235
H 4.386 1.223 -4.789 0.300
H 4.332 0.059 -1.974 0.281
C -0.009 1.903 -7.051 -0.478
C -0.967 1.746 -8.270 -0.249
O -0.904 2.803 -9.134 -0.495
O 1.311 1.629 -7.437 -0.532
H -0.188 1.161 -6.273 0.284
H 0.023 2.903 -6.618 0.308
H -1.983 1.608 -7.900 0.324
H -0.753 0.823 -8.809 0.226
H 0.029 2.863 -9.352 0.309
H 1.575 2.439 -7.880 0.301
C 6.385 -3.530 8.681 -0.404
C 5.227 -4.322 7.986 -0.373
O 4.616 -5.242 8.840 -0.507
O 5.913 -2.419 9.448 -0.508
H 7.023 -3.127 7.894 0.298
H 6.866 -4.225 9.369 0.299
H 5.591 -4.834 7.095 0.295
H 4.468 -3.572 7.765 0.297
H 4.652 -4.891 9.733 0.302
H 5.035 -2.551 9.813 0.300
C -4.539 2.850 4.223 -0.029
C -5.712 2.206 3.578 -0.507
O -5.914 0.835 3.914 -0.506
O -4.518 4.218 3.875 -0.526
H -3.567 2.371 4.106 0.136
H -4.597 2.953 5.306 0.287
H -5.430 2.178 2.526 0.188
H -6.641 2.776 3.570 0.336
H -6.358 0.862 4.765 0.309
H -3.607 4.467 4.044 0.312
C -0.360 3.043 8.835 -0.318
C -1.070 2.399 10.014 -0.300
O -2.370 2.953 10.104 -0.515
O 0.179 4.334 9.066 -0.523
H -1.005 3.207 7.972 0.237
H 0.422 2.335 8.563 0.294
H -0.505 2.646 10.912 0.276
H -1.083 1.310 9.979 0.258
H -2.467 3.440 10.926 0.300
H 0.978 4.282 9.595 0.294
C 3.390 8.172 -2.108 -0.330
C 3.899 6.699 -2.091 -0.249
O 3.434 6.207 -3.328 -0.512
O 3.555 8.746 -0.783 -0.511
H 2.345 8.313 -2.385 0.238
H 3.810 8.776 -2.911 0.291
H 3.600 6.081 -1.244 0.258
H 4.981 6.567 -2.075 0.243
H 3.591 5.264 -3.414 0.277
H 2.970 9.508 -0.797 0.294
C 2.831 7.778 4.672 -0.253
C 2.111 6.431 4.253 -0.444
O 0.809 6.361 4.952 -0.504
O 3.122 7.804 6.081 -0.514
H 2.199 8.592 4.319 0.242
H 3.735 7.750 4.063 0.271
H 2.697 5.526 4.408 0.288
H 1.989 6.332 3.175 0.316
H 0.999 6.106 5.858 0.283
H 2.532 8.407 6.540 0.312
C 4.583 -6.563 1.826 -0.302
C 5.428 -5.541 1.022 -0.434
O 6.809 -5.883 0.997 -0.522
O 4.609 -7.931 1.394 -0.524
H 3.572 -6.185 1.981 0.347
H 5.013 -6.554 2.827 0.251
H 5.236 -4.534 1.392 0.303
H 5.008 -5.616 0.019 0.256
H 7.070 -6.007 0.082 0.323
H 5.489 -8.299 1.502 0.286
O -1.452 -3.239 10.345 -0.640
H -2.046 -2.605 9.943 0.319
H -1.986 -3.684 11.003 0.321
```

Summary:
**E_tot**: -4149.98616 Ha
**Total charge**: 0
**Gap between HOMO and LUMO**: 0.318 Ha
**2S+1**: 1


Computed, not measured: 12 unconnected molecules or ions with the total composition C44H123N11O12 in a non-equilibrium geometry, with wB97M-V/def2-TZVPD.

The geometry in XYZ format:
```
190
Properties=species:S:1:pos:R:3:mulliken_charge:R:1
C -3.769 -0.495 -5.050 -0.750
O -3.509 0.823 -4.681 -0.408
C -2.490 0.967 -3.719 -0.431
C -2.211 2.441 -3.517 0.850
C -1.576 3.042 -4.797 -1.772
N -1.204 2.641 -2.473 0.333
H -2.833 -0.926 -5.458 0.250
H -4.507 -0.561 -5.841 0.307
H -3.980 -1.194 -4.228 0.290
H -2.703 0.432 -2.778 0.386
H -1.600 0.461 -4.147 0.299
H -3.181 2.953 -3.413 -0.162
H -1.231 4.063 -4.644 0.333
H -2.340 3.043 -5.579 0.439
H -0.746 2.407 -5.106 0.303
H -1.194 3.666 -2.309 0.311
H -1.508 2.213 -1.579 -0.135
C -5.142 1.933 -0.809 -0.636
O -5.309 2.960 0.145 0.081
C -6.068 4.037 -0.377 -1.018
C -6.188 5.160 0.652 1.009
C -6.620 4.751 2.035 -1.439
N -7.215 6.078 0.093 -0.775
H -4.831 2.375 -1.765 0.295
H -6.070 1.359 -0.911 0.403
H -4.344 1.233 -0.553 -0.220
H -5.564 4.405 -1.282 0.396
H -7.044 3.640 -0.688 0.401
H -5.235 5.700 0.656 0.060
H -7.621 4.335 2.150 0.318
H -6.694 5.663 2.639 0.442
H -5.911 4.065 2.495 0.128
H -7.049 6.993 0.515 0.287
H -7.034 6.287 -0.889 0.257
C -0.980 -3.765 -0.112 -0.852
O 0.091 -4.650 -0.239 0.335
C -0.186 -5.935 -0.742 -1.175
C 1.050 -6.759 -0.476 1.078
C 2.314 -6.266 -1.188 -1.293
N 0.799 -8.185 -0.722 -0.806
H -1.732 -4.113 0.604 0.526
H -1.472 -3.553 -1.071 0.479
H -0.585 -2.808 0.229 -0.339
H -1.062 -6.378 -0.253 0.340
H -0.428 -5.880 -1.814 0.398
H 1.258 -6.684 0.597 -0.164
H 2.507 -5.257 -0.807 0.265
H 2.235 -6.243 -2.277 0.164
H 3.188 -6.862 -0.921 0.532
H 0.474 -8.262 -1.693 0.293
H 1.642 -8.747 -0.811 0.295
C 0.333 -0.345 3.995 -0.195
O 0.547 -1.611 3.436 -0.104
C 1.767 -2.171 3.870 -0.694
C 2.055 -3.506 3.209 1.412
C 0.841 -4.413 3.258 -1.372
N 3.253 -4.142 3.751 -0.711
H 0.311 -0.280 5.088 0.706
H -0.656 0.063 3.765 -0.362
H 1.045 0.330 3.508 0.169
H 2.535 -1.454 3.550 -0.119
H 1.814 -2.233 4.966 0.659
H 2.186 -3.234 2.157 -0.359
H -0.005 -4.021 2.689 0.121
H 0.415 -4.607 4.254 0.302
H 1.019 -5.442 2.927 0.415
H 3.284 -5.080 3.369 0.314
H 3.156 -4.276 4.754 0.274
C -2.961 5.671 -1.880 -0.642
O -1.578 5.369 -1.862 -0.062
C -0.712 6.505 -1.934 -1.196
C 0.711 6.088 -1.554 0.797
C 0.775 5.599 -0.115 -1.112
N 1.644 7.208 -1.711 -0.788
H -3.302 6.574 -1.369 0.502
H -3.436 4.892 -1.270 -0.236
H -3.308 5.525 -2.905 0.368
H -0.783 6.816 -2.990 0.368
H -1.067 7.380 -1.373 0.366
H 0.960 5.263 -2.226 0.187
H 1.792 5.658 0.281 0.486
H 0.400 4.587 0.009 -0.143
H 0.254 6.281 0.569 0.387
H 1.220 7.884 -2.350 0.268
H 1.692 7.761 -0.858 0.276
C -1.055 0.233 9.122 -0.814
O -1.351 0.591 7.785 -0.191
C -2.455 1.433 7.633 -0.977
C -2.897 1.477 6.171 0.997
C -1.906 2.184 5.247 -1.378
N -4.265 2.019 6.032 -0.602
H -1.881 -0.346 9.542 0.332
H -0.883 1.135 9.710 0.311
H -0.173 -0.397 9.081 0.223
H -3.313 1.012 8.181 0.410
H -2.283 2.478 7.948 0.342
H -2.939 0.426 5.844 -0.102
H -0.947 1.705 5.448 0.238
H -1.925 3.261 5.420 0.602
H -2.129 1.974 4.201 -0.027
H -4.783 1.644 6.822 0.266
H -4.182 3.031 6.110 0.271
C 4.472 0.646 3.013 -0.573
O 4.652 1.926 2.458 -0.285
C 5.857 2.053 1.734 -0.745
C 5.942 3.435 1.116 0.554
C 4.884 3.651 0.017 -1.269
N 7.303 3.594 0.566 -0.778
H 5.166 0.402 3.827 0.317
H 4.525 -0.124 2.242 0.348
H 3.510 0.717 3.518 0.054
H 6.684 1.912 2.443 0.316
H 5.981 1.279 0.964 0.280
H 5.848 4.231 1.854 0.289
H 5.156 4.609 -0.439 0.430
H 3.905 3.846 0.465 0.201
H 4.780 2.924 -0.786 0.307
H 7.467 2.973 -0.223 0.265
H 7.311 4.514 0.131 0.285
C 1.204 -3.174 -3.418 -0.507
O 1.991 -2.397 -4.310 0.004
C 1.724 -2.716 -5.665 -1.020
C 2.790 -2.156 -6.577 0.646
C 2.294 -2.186 -8.032 -1.597
N 4.056 -2.964 -6.567 -0.654
H 1.287 -2.685 -2.451 -0.371
H 1.672 -4.164 -3.367 0.320
H 0.160 -3.308 -3.711 0.463
H 1.701 -3.820 -5.709 0.374
H 0.708 -2.464 -6.004 0.363
H 3.132 -1.147 -6.338 0.290
H 3.024 -1.660 -8.652 0.413
H 1.320 -1.718 -8.181 0.376
H 2.267 -3.182 -8.485 0.371
H 3.946 -3.661 -7.297 0.295
H 4.079 -3.494 -5.696 0.097
C -2.501 -0.947 2.130 -0.479
O -3.792 -1.018 2.717 -0.477
C -4.579 0.145 2.549 0.539
C -5.907 -0.097 3.294 0.206
C -6.784 1.135 3.155 -1.359
N -5.683 -0.408 4.723 -0.914
H -2.452 -0.193 1.341 -0.153
H -2.313 -1.945 1.745 0.061
H -1.773 -0.681 2.900 0.426
H -4.031 1.009 2.944 -0.118
H -4.794 0.346 1.490 0.039
H -6.398 -0.964 2.843 0.432
H -6.322 2.063 3.493 0.068
H -7.655 0.957 3.790 0.441
H -7.096 1.287 2.119 0.338
H -4.964 -1.130 4.608 0.423
H -5.195 0.409 5.112 0.281
C -1.966 2.135 0.914 0.576
O -1.519 1.131 0.033 0.291
C -0.311 0.538 0.528 0.584
C 0.510 -0.205 -0.499 0.620
C 1.676 -1.010 0.068 -0.789
N 1.064 0.636 -1.570 -0.430
H -2.125 1.736 1.924 -0.765
H -2.933 2.481 0.548 -0.008
H -1.299 2.991 1.051 0.020
H 0.328 1.349 0.908 0.479
H -0.537 -0.161 1.343 -1.265
H -0.089 -0.981 -0.997 0.090
H 2.157 -1.640 -0.671 -0.401
H 1.402 -1.512 1.001 -0.417
H 2.442 -0.305 0.423 0.391
H 1.361 1.531 -1.175 0.297
H 0.345 0.972 -2.212 0.157
C 6.387 -7.484 -3.545 -0.761
O 6.281 -6.462 -2.591 -0.370
C 5.558 -5.334 -3.030 -0.626
C 5.830 -4.170 -2.101 0.996
C 5.070 -2.945 -2.594 -1.155
N 7.250 -3.888 -2.115 -0.779
H 5.446 -8.005 -3.741 0.259
H 7.172 -8.171 -3.239 0.281
H 6.731 -7.041 -4.490 0.328
H 5.820 -5.097 -4.072 0.532
H 4.484 -5.568 -3.096 0.099
H 5.454 -4.438 -1.105 0.138
H 4.043 -2.915 -2.230 -0.066
H 5.135 -2.673 -3.649 0.327
H 5.540 -2.057 -2.153 0.353
H 7.546 -3.057 -1.626 0.227
H 7.788 -4.671 -1.764 0.229
O 2.978 0.068 -3.526 -0.776
H 2.665 -0.751 -3.958 0.495
H 2.327 0.203 -2.779 0.528
```

Summary:
**E_tot**: -3255.15391 Ha
**Energy above the lowest of the compared OMol25 structures with the same formula, charge and spin**: 126.8 kJ/mol
**Total charge**: 0
**Gap between HOMO and LUMO**: 0.338 Ha
**2S+1**: 1